1.
{
  "formula": "C23H31BCl34NO3",
  "method": "wB97M-V/def2-TZVPD",
  "total_charge": 1,
  "homo_lumo_gap_ha": 0.317,
  "species": ["C", "C", "C", "C", "C", "B", "O", "O", "C", "C", "C", "C", "O", "N", "C", "Cl", "C", "C", "H", "H", "H", "H", "H", "H", "H", "H", "H", "H", "H", "H", "H", "H", "H", "H", "H", "H", "H", "H", "C", "Cl", "Cl", "Cl", "H", "C", "Cl", "Cl", "Cl", "H", "C", "Cl", "Cl", "Cl", "H", "C", "Cl", "Cl", "Cl", "H", "C", "Cl", "Cl", "Cl", "H", "C", "Cl", "Cl", "Cl", "H", "C", "Cl", "Cl", "Cl", "H", "C", "Cl", "Cl", "Cl", "H", "C", "Cl", "Cl", "Cl", "H", "C", "Cl", "Cl", "Cl", "H", "C", "Cl", "Cl", "Cl", "H"],
  "xyz": [[1.789, 0.026, -2.272], [1.065, 1.036, -1.310], [0.023, 0.258, -0.555], [0.496, -0.777, 0.241], [-0.354, -1.596, 0.959], [0.129, -2.818, 1.880], [-0.655, -3.935, 2.038], [1.321, -2.729, 2.517], [-1.721, -1.327, 0.849], [-2.184, -0.284, 0.070], [-3.672, -0.066, 0.018], [-4.091, 1.193, 0.831], [-3.138, 1.454, 1.849], [-1.314, 0.503, -0.628], [-1.828, 1.581, -1.482], [-1.253, 3.222, -0.980], [-1.582, 1.263, -2.964], [-2.550, 0.131, -3.381], [2.690, -0.388, -1.834], [1.088, -0.771, -2.524], [1.989, 0.535, -3.210], [0.670, 1.819, -1.933], [1.818, 1.398, -0.617], [1.558, -0.970, 0.276], [-0.900, -4.293, 1.174], [1.639, -3.618, 2.728], [-2.415, -1.951, 1.388], [-3.958, 0.106, -1.020], [-4.195, -0.948, 0.365], [-5.069, 1.018, 1.274], [-4.169, 2.056, 0.168], [-2.770, 2.334, 1.711], [-2.895, 1.683, -1.385], [-1.832, 2.143, -3.538], [-0.585, 0.881, -3.149], [-2.294, -0.763, -2.809], [-3.592, 0.412, -3.263], [-2.320, -0.108, -4.416], [4.120, -2.760, -4.212], [5.467, -1.637, -4.059], [3.653, -3.409, -2.637], [2.740, -1.985, -5.002], [4.437, -3.586, -4.834], [2.951, -3.758, 5.758], [1.512, -4.367, 6.570], [4.268, -3.512, 6.907], [3.442, -4.855, 4.455], [2.709, -2.805, 5.311], [1.373, 0.368, 5.296], [0.926, 0.449, 3.593], [0.217, -0.617, 6.187], [3.000, -0.295, 5.438], [1.364, 1.366, 5.714], [4.514, -8.823, 5.031], [3.285, -9.994, 4.547], [4.445, -8.519, 6.765], [6.121, -9.369, 4.551], [4.310, -7.892, 4.521], [-1.122, -4.663, -2.342], [-0.042, -4.057, -3.591], [-0.429, -6.061, -1.526], [-1.455, -3.383, -1.154], [-2.055, -4.956, -2.805], [-3.131, 4.988, -5.166], [-4.880, 5.056, -4.991], [-2.356, 4.612, -3.615], [-2.671, 3.788, -6.377], [-2.778, 5.958, -5.493], [4.807, 2.638, -3.943], [3.049, 2.797, -3.838], [5.476, 2.213, -2.367], [5.252, 1.439, -5.152], [5.217, 3.595, -4.240], [2.233, -8.850, -2.236], [3.151, -10.323, -2.521], [2.543, -8.219, -0.615], [2.603, -7.629, -3.458], [1.180, -9.088, -2.309], [-1.962, 4.848, 3.759], [-2.407, 4.755, 2.047], [-3.070, 3.884, 4.731], [-0.300, 4.315, 3.963], [-2.027, 5.877, 4.091], [-4.691, 8.891, -3.297], [-3.416, 7.686, -3.069], [-4.684, 9.493, -4.952], [-6.264, 8.214, -2.880], [-4.492, 9.720, -2.632], [-0.207, 8.180, 5.948], [0.235, 6.720, 6.829], [0.928, 8.490, 4.638], [-1.860, 8.059, 5.325], [-0.171, 9.016, 6.635]]
}

***

2.
{
  "formula": "C30H60O22S6",
  "method": "wB97M-V/def2-TZVPD",
  "homo_lumo_gap_ha": 0.326,
  "smiles": "CCOS(C)(=O)=O.CCOS(C)(=O)=O.CCOS(C)(=O)=O.CCOS(C)(=O)=O.CCOS(C)(=O)=O.CCOS(C)(=O)=O.Oc1ccc(O)cc1.Oc1ccc(O)cc1",
  "species": ["C", "C", "C", "C", "C", "C", "O", "O", "H", "H", "H", "H", "H", "H", "C", "C", "C", "C", "C", "C", "O", "O", "H", "H", "H", "H", "H", "H", "O", "S", "O", "O", "C", "C", "C", "H", "H", "H", "H", "H", "H", "H", "H", "O", "S", "O", "O", "C", "C", "C", "H", "H", "H", "H", "H", "H", "H", "H", "O", "S", "O", "O", "C", "C", "C", "H", "H", "H", "H", "H", "H", "H", "H", "O", "S", "O", "O", "C", "C", "C", "H", "H", "H", "H", "H", "H", "H", "H", "O", "S", "O", "O", "C", "C", "C", "H", "H", "H", "H", "H", "H", "H", "H", "O", "S", "O", "O", "C", "C", "C", "H", "H", "H", "H", "H", "H", "H", "H"],
  "xyz": [[10.701, 8.922, 12.599], [11.784, 8.589, 13.331], [12.537, 9.595, 13.921], [12.174, 10.926, 13.675], [11.040, 11.232, 12.911], [10.359, 10.179, 12.295], [9.317, 10.389, 11.397], [13.543, 9.396, 14.870], [10.038, 8.108, 12.330], [12.026, 7.523, 13.516], [12.761, 11.674, 14.163], [10.817, 12.230, 12.540], [8.864, 9.575, 11.169], [13.892, 8.504, 14.789], [13.972, 13.286, 11.697], [12.898, 13.685, 10.870], [12.873, 15.012, 10.345], [13.923, 15.876, 10.614], [15.012, 15.399, 11.382], [15.063, 14.135, 11.852], [16.039, 13.648, 12.682], [11.847, 15.559, 9.584], [13.923, 12.211, 12.023], [12.121, 12.956, 10.623], [13.785, 16.756, 10.014], [15.869, 16.024, 11.642], [16.439, 14.424, 13.063], [11.246, 14.814, 9.585], [18.961, 16.336, 16.337], [19.347, 15.613, 15.143], [20.718, 15.245, 14.921], [18.313, 14.310, 14.996], [18.938, 12.996, 15.180], [17.889, 11.971, 15.276], [18.741, 16.596, 13.812], [19.749, 12.985, 15.897], [19.570, 12.829, 14.281], [17.238, 11.863, 14.412], [17.222, 12.248, 16.080], [18.370, 10.975, 15.419], [17.916, 17.137, 14.201], [18.395, 16.072, 12.903], [19.584, 17.226, 13.543], [7.547, 15.222, 14.145], [8.446, 16.219, 14.669], [9.711, 15.867, 15.226], [8.825, 17.364, 13.548], [7.898, 17.618, 12.344], [8.025, 16.564, 11.338], [7.628, 17.207, 15.896], [8.238, 18.594, 12.069], [6.910, 17.821, 12.677], [7.557, 15.664, 11.682], [9.050, 16.218, 11.189], [7.499, 16.733, 10.416], [6.625, 17.478, 15.613], [8.160, 18.120, 16.013], [7.634, 16.589, 16.775], [10.032, 19.315, 7.579], [9.641, 20.254, 8.608], [8.230, 20.529, 8.981], [10.306, 19.997, 10.069], [11.732, 19.499, 10.117], [11.688, 18.631, 11.384], [10.422, 21.922, 8.119], [12.415, 20.409, 10.186], [11.863, 19.059, 9.139], [10.913, 17.884, 11.192], [11.448, 19.198, 12.275], [12.586, 18.035, 11.496], [10.228, 22.579, 8.972], [9.890, 22.271, 7.239], [11.486, 21.901, 7.939], [14.212, 20.533, 17.880], [15.214, 19.731, 18.519], [16.092, 20.273, 19.541], [14.654, 18.310, 19.099], [13.284, 17.977, 18.716], [13.021, 16.723, 19.449], [16.309, 18.874, 17.252], [13.177, 17.835, 17.658], [12.763, 18.866, 19.061], [13.916, 16.074, 19.487], [12.243, 16.085, 19.082], [12.779, 16.918, 20.488], [16.906, 18.172, 17.851], [16.930, 19.570, 16.725], [15.628, 18.411, 16.542], [16.375, 12.205, 19.913], [16.884, 11.125, 20.682], [16.099, 10.640, 21.803], [17.107, 9.768, 19.741], [16.565, 9.829, 18.388], [15.025, 9.552, 18.439], [18.548, 11.451, 21.137], [17.143, 9.121, 17.774], [16.768, 10.804, 17.983], [14.511, 10.490, 18.714], [14.794, 8.760, 19.166], [14.636, 9.139, 17.501], [18.976, 10.531, 21.543], [18.460, 12.266, 21.834], [19.081, 11.711, 20.223], [15.562, 16.102, 14.292], [15.171, 15.628, 15.592], [15.847, 16.084, 16.745], [13.601, 16.015, 15.803], [12.743, 16.307, 14.584], [12.124, 17.744, 14.694], [14.959, 13.836, 15.560], [11.975, 15.563, 14.640], [13.394, 16.156, 13.724], [12.869, 18.455, 14.297], [12.014, 17.959, 15.744], [11.199, 17.944, 14.143], [14.807, 13.619, 16.633], [15.871, 13.414, 15.158], [14.125, 13.526, 14.968]]
}

***

3.
{
  "formula": "C10H16",
  "method": "wB97M-V/def2-TZVPD",
  "relative_energy_kj_mol": 63.7,
  "homo_lumo_gap_ha": 0.367,
  "smiles": "Cc1ccccc1.CCC",
  "species": ["C", "C", "C", "C", "C", "C", "C", "H", "H", "H", "H", "H", "H", "H", "H", "C", "C", "C", "H", "H", "H", "H", "H", "H", "H", "H"],
  "xyz": [[0.198, 2.244, 0.187], [2.296, -0.803, 1.073], [2.762, -0.463, 2.331], [1.511, 0.085, 0.353], [1.193, 1.337, 0.864], [2.443, 0.784, 2.866], [1.792, 1.711, 2.069], [2.592, -1.752, 0.667], [3.317, -1.158, 2.944], [1.097, -0.180, -0.597], [2.666, 0.997, 3.902], [0.446, 3.302, 0.195], [-0.735, 2.082, 0.734], [1.644, 2.728, 2.421], [0.014, 1.916, -0.833], [-2.214, -1.635, -2.111], [-0.899, -0.878, -2.155], [-3.236, -1.080, -1.098], [-2.041, -2.683, -1.932], [-2.695, -1.533, -3.069], [-0.135, -1.484, -2.644], [-1.063, 0.101, -2.591], [-2.879, -0.247, -0.489], [-3.463, -1.840, -0.342], [-0.423, -0.720, -1.190], [-4.190, -0.831, -1.555]]
}

***

4.
{
  "formula": "C10H12BrNO2",
  "method": "wB97M-V/def2-TZVPD",
  "relative_energy_kj_mol": 0.0,
  "homo_lumo_gap_ha": 0.345,
  "smiles": "CCOCC(=O)Nc1cccc(Br)c1",
  "species": ["C", "C", "O", "C", "C", "O", "N", "C", "C", "C", "C", "C", "C", "H", "H", "H", "Br", "H", "H", "H", "H", "H", "H", "H", "H", "H"],
  "xyz": [[-4.441, -3.134, -0.004], [-4.871, -1.677, 0.001], [-3.710, -0.867, 0.002], [-3.988, 0.510, 0.002], [-2.704, 1.341, 0.001], [-2.740, 2.550, 0.003], [-1.588, 0.571, -0.001], [-0.252, 0.961, -0.001], [0.712, -0.047, 0.000], [2.050, 0.296, -0.001], [2.462, 1.617, -0.002], [1.496, 2.608, -0.003], [0.149, 2.295, -0.002], [-0.597, 3.072, -0.003], [1.800, 3.643, -0.004], [3.513, 1.862, -0.002], [3.356, -1.095, 0.001], [0.415, -1.085, 0.001], [-1.767, -0.427, -0.002], [-4.574, 0.796, 0.889], [-4.574, 0.796, -0.885], [-5.476, -1.456, 0.893], [-5.478, -1.450, -0.889], [-5.317, -3.776, -0.006], [-3.844, -3.349, 0.877], [-3.845, -3.343, -0.888]]
}

***

- What is the formula in the first record?
  C23H31BCl34NO3